1.
DFT (wB97M-V/def2-TZVPD) results for a structure of composition C14H23HgN3O5 at a distorted geometry.

The geometry in XYZ format:
```
46
Properties=species:S:1:pos:R:3:lowdin_charge:R:1
C -0.539 -2.632 -4.120 0.08
C -1.236 -1.319 -4.240 -0.21
H -0.950 -3.269 -3.299 0.11
H 0.558 -2.638 -3.980 0.07
C -1.627 0.019 -3.785 -0.31
C -1.737 0.921 -2.669 -0.10
H -1.529 0.292 -1.770 -0.01
H -0.742 1.397 -2.639 0.03
C -1.791 -1.807 -5.580 -0.09
H -1.493 -2.859 -5.801 0.10
H -1.397 -1.182 -6.395 0.12
H -2.887 -1.785 -5.539 0.09
C -2.318 0.770 -4.888 -0.12
H -3.311 0.306 -5.061 0.11
H -1.730 0.831 -5.818 0.08
H -2.486 1.782 -4.505 0.07
Hg -0.544 0.444 2.619 1.35
O 0.836 -0.583 1.084 -0.17
C 1.509 -0.286 0.060 -0.47
O 1.430 1.872 2.125 0.01
C 1.936 1.940 1.022 -0.45
O 2.770 2.941 0.703 0.07
N 1.795 1.073 -0.122 0.07
C 3.172 2.846 -0.702 -0.09
C 2.335 1.766 -1.317 -0.09
H 4.229 2.575 -0.729 0.13
H 3.030 3.837 -1.139 0.14
H 2.909 1.087 -1.941 0.13
H 1.528 2.209 -1.920 0.13
C 1.840 -1.366 -0.961 -0.17
C 0.817 -2.300 -0.599 -0.13
H 1.582 -0.767 -1.905 0.09
H -0.368 -2.014 -0.931 0.09
H 0.748 -3.282 -1.264 0.05
C -1.191 0.392 8.000 0.00
O -1.744 0.883 6.742 0.05
C -1.155 0.487 5.643 -0.49
O -1.566 0.944 4.499 -0.09
N -0.122 -0.368 5.760 0.04
N 0.528 -0.827 4.567 0.04
H -1.274 -0.705 8.090 0.11
H -1.805 0.856 8.764 0.11
H -0.141 0.704 8.142 0.12
H 0.160 -0.711 6.666 0.14
H 1.534 -0.627 4.635 0.13
H 0.438 -1.847 4.499 0.13
```

Calculated values
**Spin multiplicity**: 2
**LUMO level (spin up / spin down)**: -0.191 / -0.190 Ha
**Net charge**: +1



2.
DFT (wB97M-V/def2-TZVPD) results for a structure of composition C14H23InO10 at a distorted geometry.

The geometry in XYZ format:
```
48
Properties=species:S:1:pos:R:3:lowdin_charge:R:1
In -31.944 11.536 4.330 1.40
C -27.357 10.296 2.041 -0.05
C -27.728 11.231 3.245 -0.29
O -29.078 11.525 3.517 -0.11
H -26.379 9.831 2.165 0.09
H -27.281 10.955 1.177 0.06
H -28.135 9.535 1.979 0.07
H -27.224 12.191 3.141 0.13
H -27.195 10.792 4.089 0.14
C -32.239 8.931 10.486 0.01
C -33.012 8.380 9.291 -0.25
C -34.528 8.567 9.268 -0.02
O -34.682 9.025 7.929 0.14
C -33.570 9.347 7.300 -0.43
O -33.459 9.834 6.161 0.16
O -32.566 9.178 8.159 0.13
H -32.488 8.539 11.472 0.11
H -32.481 9.985 10.621 0.10
H -31.166 8.753 10.420 0.10
H -32.932 7.309 9.103 0.17
H -34.742 9.418 9.915 0.15
H -35.194 7.761 9.576 0.17
C -29.494 18.094 5.583 0.10
C -30.264 17.321 4.600 -0.26
C -29.706 16.832 3.355 0.02
O -30.009 15.444 3.386 0.24
C -30.352 15.128 4.573 -0.61
O -30.505 14.018 5.045 0.10
O -30.651 16.156 5.203 0.28
H -29.240 19.133 5.370 0.15
H -28.655 17.426 5.774 0.15
H -30.010 18.184 6.538 0.14
H -31.195 17.888 4.585 0.26
H -28.714 17.189 3.078 0.20
H -30.309 17.423 2.665 0.20
C -28.128 9.856 -1.234 0.00
C -29.689 9.539 -1.121 -0.22
C -30.081 8.173 -0.567 -0.14
O -31.122 8.482 0.251 0.07
C -31.004 9.804 0.728 -0.45
O -31.690 10.287 1.633 0.00
O -30.153 10.431 -0.076 0.08
H -27.875 10.893 -1.013 0.08
H -27.659 9.517 -2.158 0.09
H -27.573 9.195 -0.569 0.07
H -30.221 9.873 -2.012 0.16
H -29.278 7.754 0.039 0.14
H -30.239 7.522 -1.427 0.16
```

Calculated values
**Spin multiplicity**: 2
**LUMO level (spin up / spin down)**: -0.540 / -0.557 Ha
**Net charge**: +3



3.
DFT (wB97M-V/def2-TZVPD) results for a structure of composition C14H23IrN6S3 at a distorted geometry.

The geometry in XYZ format:
```
47
Properties=species:S:1:pos:R:3:lowdin_charge:R:1
Ir -0.259 0.802 0.087 1.18
N -0.793 -1.331 0.171 -0.05
C -2.181 -1.519 -0.313 -0.18
C -3.022 -0.463 0.361 -0.15
N -2.433 0.876 0.091 -0.27
C -2.880 1.329 -1.269 -0.13
C -1.733 1.925 -2.061 -0.20
N -0.575 0.971 -2.001 -0.07
C -2.702 1.819 1.213 -0.15
C -1.978 1.330 2.468 -0.16
N -0.521 1.118 2.182 -0.09
H -0.160 -1.924 -0.357 0.07
H -0.715 -1.661 1.131 0.12
H -2.563 -2.517 -0.101 0.14
H -2.177 -1.397 -1.396 0.11
H -3.021 -0.650 1.430 0.12
H -4.062 -0.500 0.030 0.15
H -3.720 2.022 -1.197 0.15
H -3.243 0.444 -1.792 0.13
H -1.397 2.852 -1.611 0.05
H -2.035 2.143 -3.086 0.14
H 0.218 1.372 -2.501 0.12
H -0.804 0.106 -2.487 0.11
H -3.772 1.923 1.414 0.15
H -2.322 2.796 0.913 0.11
H -2.385 0.389 2.825 0.11
H -2.116 2.051 3.272 0.14
H -0.109 0.460 2.839 0.12
H -0.035 1.999 2.341 0.06
S 5.600 0.886 0.560 0.76
C 4.014 1.208 0.436 -1.04
S 3.430 2.889 0.550 1.08
C 1.866 2.348 0.199 -1.11
N 1.732 1.058 -0.014 -0.23
N 2.949 0.385 0.114 -0.10
C 3.008 -1.020 -0.096 -0.21
C 2.119 -1.576 -1.006 -0.08
C 2.146 -2.931 -1.285 -0.08
C 3.070 -3.751 -0.653 -0.05
C 3.955 -3.195 0.260 -0.04
C 3.933 -1.839 0.547 -0.03
S 0.370 3.110 0.151 0.75
H 1.463 -0.910 -1.531 0.08
H 1.464 -3.351 -2.016 0.11
H 3.105 -4.808 -0.874 0.12
H 4.672 -3.825 0.768 0.12
H 4.599 -1.444 1.293 0.08
```

Calculated values
**Spin multiplicity**: 1
**LUMO level**: -0.222 Ha
**Net charge**: +2